Formula: C6H13OP
Source: OMol25
Level of theory: ωB97M-V with the def2-TZVPD basis set

Output
- Energy: -17764.037 eV
- Energy relative to the best compared isomer or geometry (same formula, charge and spin): 101.8 kcal per mole

```
! wB97M-V def2-TZVPD RIJCOSX def2/J DEFGRID3
* xyz 0 1
C -0.886 0.189 -1.870
C 1.146 1.036 0.318
C 2.081 1.356 -0.761
C -2.494 1.186 0.772
C 1.613 -2.066 0.816
C -1.484 0.028 0.954
O 1.137 1.392 1.427
P -0.256 -0.186 -0.334
H -1.920 -0.206 -2.012
H -0.246 -0.250 -2.628
H 2.706 2.234 -0.688
H 2.848 0.490 -0.852
H 1.507 1.365 -1.699
H -3.428 0.923 1.430
H -2.055 2.165 0.976
H -2.577 1.317 -0.362
H 2.237 -1.247 0.838
H 1.115 -2.299 1.718
H 1.945 -2.784 0.082
H -2.138 -0.920 1.032
H -0.997 0.151 1.953
*
```

Atom charges from the natural (NBO) analysis, given in e for atoms 1 to 2: -1.003, 0.416

Formula: C6H13PS
Source: OMol25
Level of theory: ωB97M-V with the def2-TZVPD basis set

Output
- Energy: -26553.266 eV
- Energy relative to the best compared isomer or geometry (same formula, charge and spin): 56.2 kcal per mole

```
! wB97M-V def2-TZVPD RIJCOSX def2/J DEFGRID3
* xyz 0 1
C 1.602 -1.335 -0.126
C 1.016 -0.087 -0.648
C 1.993 0.014 0.436
C -1.444 -0.471 0.996
C -1.892 -0.117 -1.473
C -1.185 0.342 -0.239
P -0.903 2.131 -0.056
S 3.615 0.719 0.036
H 1.017 -1.986 0.508
H 2.311 -1.862 -0.754
H 1.176 0.285 -1.643
H 1.679 0.281 1.434
H -1.367 -1.536 0.775
H -2.456 -0.280 1.368
H -0.742 -0.226 1.796
H -1.672 -1.163 -1.688
H -2.971 -0.030 -1.319
H -1.622 0.491 -2.335
H -0.255 2.037 1.177
H -2.117 2.436 0.584
H 4.217 0.357 1.171
*
```

Atom charges from the natural (NBO) analysis, given in e for atoms 1 to 2: -0.461, -0.190

Formula: C6H14
Source: OMol25
Level of theory: ωB97M-V with the def2-TZVPD basis set

Output
- Energy: -6442.718 eV
- Energy relative to the best compared isomer or geometry (same formula, charge and spin): 154.3 kcal per mole

```
! wB97M-V def2-TZVPD RIJCOSX def2/J DEFGRID3
* xyz 0 1
C -2.657 0.597 -0.184
C -1.517 -0.588 -0.224
C -0.178 -0.513 0.517
C 0.846 0.087 -0.344
C 1.868 1.092 -0.346
C 2.603 -0.093 0.273
H -3.326 0.161 -0.965
H -3.220 0.498 0.793
H -2.309 1.785 -0.326
H -1.382 -0.572 -1.294
H -2.036 -1.577 -0.093
H -3.052 -1.894 1.612
H -0.041 -1.190 1.370
H 0.658 -0.309 -1.392
H 1.573 1.902 0.304
H -3.618 -2.456 1.755
H 2.336 1.393 -1.268
H 2.291 -0.444 1.283
H 2.674 -0.994 -0.359
H 3.655 0.209 0.434
*
```

Atom charges from the natural (NBO) analysis, given in e for atoms 1 to 2: -0.610, -0.431